Arrangement A

H9O4S | the ωB97M-V functional and the def2-TZVPD basis

Summary:
HOMO level = -3.55 eV
Multiplicity = 1
Lowest unoccupied orbital energy = 0.11747 hartree
Charge = -1

Last column: Mulliken charge in e.
Cartesian coordinates (Å):
S 1.451 2.109 1.664  -0.88
H 2.725 2.463 1.437  -0.01
H -1.026 1.105 -0.819  0.31
H -0.422 -0.239 -0.703  0.38
O -1.240 0.192 -1.038  -0.74
H 1.017 -2.595 -1.610  0.35
H -0.147 -3.573 -1.486  0.31
O 0.736 -3.487 -1.850  -0.67
H -2.803 -0.340 -0.126  0.41
H -3.851 -1.290 0.556  0.30
O -3.679 -0.385 0.292  -0.65
H 1.511 0.883 -0.537  0.27
H 1.542 -0.128 0.514  0.31
O 1.529 -0.087 -0.460  -0.70

=====

Arrangement B

H9O4S | the ωB97M-V functional and the def2-TZVPD basis

Summary:
HOMO level = -4.21 eV
Multiplicity = 1
Lowest unoccupied orbital energy = 0.14090 hartree
Charge = -1

Last column: Mulliken charge in e.
Cartesian coordinates (Å):
S 0.815 -0.090 -1.272  -0.86
H 0.676 1.074 -1.908  0.03
H -2.035 0.448 -0.839  0.32
H -1.727 1.335 0.414  0.42
O -2.424 0.853 -0.058  -0.69
H 3.193 -1.088 0.885  0.30
H 2.944 -0.190 -0.268  0.30
O 3.694 -0.581 0.229  -0.63
H -0.935 -1.922 -0.427  0.28
H -2.327 -1.621 0.141  0.33
O -1.856 -2.214 -0.432  -0.65
H -0.039 0.889 1.839  0.34
H 0.187 1.432 0.400  0.27
O -0.166 1.674 1.296  -0.75

=====

Most stable pick: arrangement B. Distance to second place: 0.403 eV.

=====

Arrangement A

H9O4S | the ωB97M-V functional and the def2-TZVPD basis

Summary:
HOMO level = -3.94 eV
Multiplicity = 1
Lowest unoccupied orbital energy = 0.13795 hartree
Charge = -1

Last column: Mulliken charge in e.
Cartesian coordinates (Å):
S 0.514 -1.105 -0.570  -0.84
H 0.908 -2.251 -1.200  0.00
H 0.682 -0.556 1.745  0.25
H 1.907 -0.891 2.586  0.34
O 0.951 -0.676 2.686  -0.64
H -4.269 1.518 -0.631  0.29
H -3.317 1.925 -1.814  0.40
O -4.241 1.925 -1.484  -0.66
H 3.754 -0.270 0.887  0.32
H 3.113 -1.332 0.171  0.27
O 3.654 -1.216 0.963  -0.64
H -0.724 0.555 -1.523  0.25
H -1.436 1.257 -0.437  0.28
O -1.497 1.117 -1.379  -0.61

=====

Arrangement B

H9O4S | the ωB97M-V functional and the def2-TZVPD basis

Summary:
HOMO level = -3.75 eV
Multiplicity = 1
Lowest unoccupied orbital energy = 0.11821 hartree
Charge = -1

Last column: Mulliken charge in e.
Cartesian coordinates (Å):
S 1.184 1.716 1.385  -0.87
H 2.152 2.413 1.992  -0.01
H -0.022 -1.469 0.125  0.33
H -0.142 -0.549 1.315  0.32
O -0.608 -1.269 0.862  -0.65
H 1.465 0.693 -0.879  0.27
H 0.002 0.222 -1.162  0.31
O 0.907 0.156 -1.471  -0.64
H -0.807 0.328 3.993  0.31
H 0.489 0.670 3.346  0.24
O 0.067 -0.056 3.851  -0.62
H -1.674 -0.287 -4.040  0.33
H -1.373 -1.720 -4.498  0.32
O -1.640 -0.848 -4.819  -0.65

=====

Most stable pick: arrangement A. Distance to second place: 0.083 eV.

=====

Arrangement A

C4H5N3 | the ωB97M-V functional and the def2-TZVPD basis

Summary:
HOMO level = -10.72 eV
Multiplicity = 1
Lowest unoccupied orbital energy = -0.01240 hartree

Last column: Mulliken charge in e.
Cartesian coordinates (Å):
C 1.437 -0.901 -0.645  -0.60
N 0.016 0.855 -0.217  -0.44
C -0.857 0.714 0.678  0.26
C -1.821 1.735 0.980  0.00
N -2.600 2.565 1.175  -0.33
C -0.782 -2.196 0.187  -0.07
N -0.013 -1.634 -0.525  -0.22
H 1.896 -0.161 0.063  0.26
H 1.549 -0.457 -1.641  0.24
H 1.927 -1.830 -0.504  0.39
H 0.059 1.727 -0.721  0.20
H -0.936 -0.244 1.207  0.30

=====

Arrangement B

C4H5N3 | the ωB97M-V functional and the def2-TZVPD basis

Summary:
HOMO level = -9.49 eV
Multiplicity = 1
Lowest unoccupied orbital energy = 0.00321 hartree
Structure (SMILES) = Nc1ncccn1

Last column: Mulliken charge in e.
Cartesian coordinates (Å):
N -1.036 1.940 1.153  -0.44
C -0.460 0.847 0.419  0.49
N -0.800 0.774 -0.834  -0.53
C 0.016 -0.654 -1.552  -0.19
C 0.790 -1.468 -0.779  -0.27
C 0.925 -1.055 0.583  0.06
N 0.377 -0.008 1.123  -0.56
H -2.009 1.896 1.431  0.22
H -0.716 2.886 0.984  0.22
H -0.023 -1.030 -2.612  0.30
H 1.324 -2.401 -1.070  0.32
H 1.547 -1.664 1.245  0.38

=====

Arrangement C

C4H5N3 | the ωB97M-V functional and the def2-TZVPD basis

Summary:
HOMO level = -9.76 eV
Multiplicity = 1
Lowest unoccupied orbital energy = 0.02798 hartree
Structure (SMILES) = N#C[C@H]1CN=CN1

Last column: Mulliken charge in e.
Cartesian coordinates (Å):
N 2.190 -0.879 1.502  -0.43
C 1.515 -0.560 0.619  0.17
C 0.638 -0.125 -0.494  0.20
C -0.678 -0.944 -0.489  -0.62
N -1.576 -0.185 0.388  -0.48
C -1.058 0.971 0.497  -0.05
N 0.113 1.210 -0.228  -0.40
H 1.195 -0.174 -1.433  0.28
H -1.109 -1.013 -1.496  0.31
H -0.520 -1.956 -0.112  0.35
H -1.479 1.767 1.106  0.38
H 0.768 1.889 0.138  0.30

=====

Most stable pick: arrangement C. Distance to second place: 1.932 eV.

=====

Arrangement A

C4H5N3 | the ωB97M-V functional and the def2-TZVPD basis

Summary:
HOMO level = -9.01 eV
Multiplicity = 1
Lowest unoccupied orbital energy = 0.02488 hartree
Structure (SMILES) = C=Cn1ccnn1

Last column: Mulliken charge in e.
Cartesian coordinates (Å):
C -0.428 -0.546 1.872  -0.71
C 0.348 -0.340 0.796  -0.09
N -0.279 0.265 -0.337  0.30
C 0.124 0.610 -1.563  -0.06
C -0.983 1.030 -2.289  -0.55
N -2.024 1.110 -1.447  -0.44
N -1.720 0.635 -0.336  -0.18
H 0.010 -0.892 2.757  0.28
H -1.450 -0.247 1.946  0.32
H 1.366 -0.402 0.694  0.36
H 1.146 0.500 -1.770  0.39
H -1.225 1.364 -3.294  0.38

=====

Arrangement B

C4H5N3 | the ωB97M-V functional and the def2-TZVPD basis

Summary:
HOMO level = -9.29 eV
Multiplicity = 1
Lowest unoccupied orbital energy = -0.02207 hartree
Structure (SMILES) = C=C1CC=NN=N1

Last column: Mulliken charge in e.
Cartesian coordinates (Å):
C 1.430 -1.280 -0.160  -0.84
C 0.342 -0.519 -0.296  0.50
C 0.247 0.956 -0.007  -0.40
C -1.051 0.932 0.751  -0.06
N -2.073 0.278 0.338  -0.22
N -1.914 -0.542 -0.719  -0.41
N -0.818 -1.038 -0.977  -0.10
H 1.404 -2.325 -0.422  0.30
H 2.366 -0.873 0.180  0.27
H 1.068 1.332 0.603  0.29
H 0.170 1.538 -0.932  0.26
H -1.172 1.539 1.639  0.41

=====

Most stable pick: arrangement A. Distance to second place: 0.781 eV.